Arrangement i

Below is C5H6 in the gas phase, with properties calculated with ωB97M-V with the def2-TZVPD basis set.

CARTESIAN COORDINATES (ANGSTROEM)
C 0.20 0.43 -0.60
C 0.04 -1.15 1.11
C 0.37 0.92 -1.84
C -0.77 -0.20 0.29
C 0.54 0.25 1.04
H -1.83 0.04 0.23
H 0.27 0.81 1.89
H 1.24 1.51 -2.10
H 0.65 -1.85 0.54
H -0.46 0.78 -2.52
H -0.26 -1.55 1.98

Computed properties:
orbital gap = 0.35882 Eh
SMILES string = C=C1[C@H]2C[C@@H]12

***

Arrangement ii

Below is C5H6 in the gas phase, with properties calculated with ωB97M-V with the def2-TZVPD basis set.

CARTESIAN COORDINATES (ANGSTROEM)
C 1.16 1.44 -0.43
C 0.02 0.96 -0.77
C -0.37 -1.03 1.15
C -1.14 -1.24 -0.17
C -0.55 -0.09 -0.04
H 1.82 2.08 -0.91
H 1.55 1.02 0.48
H -0.29 1.02 -1.84
H -1.90 -1.81 -0.63
H 0.65 -1.49 1.18
H -0.96 -0.86 1.96

Computed properties:
orbital gap = 0.35136 Eh
SMILES string = C=CC1=CC1

***

Preferred: arrangement ii; penalty for the next structure: 46.6 kJ/mol.